(1)
Computed, not measured: 9 unconnected molecules or ions with the total composition C34H72IN9O11S, with the ωB97M-V functional and the def2-TZVPD basis.

Positions of all 128 atoms, in Å:
C1 -3.775 0.453 3.367
C2 -2.953 0.020 2.207
C3 -2.078 -1.118 2.578
I1 -3.369 -2.822 2.895
C4 -0.935 -1.377 1.598
S1 0.578 -0.905 2.471
C5 -0.721 -2.788 1.223
C6 -1.658 -2.940 0.109
O1 -1.995 -3.879 -0.419
O2 -2.106 -1.753 -0.238
C7 -1.085 -0.871 0.185
N1 -1.324 0.464 -0.131
C8 -2.131 0.642 -1.333
C9 -0.214 1.326 -0.150
C10 1.095 0.825 -0.547
O3 -0.371 2.434 0.081
H1 -3.662 1.479 3.489
H2 -4.787 0.295 3.204
H3 -3.448 0.018 4.259
H4 -3.597 -0.295 1.467
H5 -2.387 0.834 1.894
H6 -1.679 -0.922 3.500
H7 0.186 0.174 3.096
H8 -0.838 -3.488 1.982
H9 0.276 -2.868 0.931
H10 -0.229 -1.247 -0.312
H11 -3.041 0.157 -1.220
H12 -1.614 0.326 -2.201
H13 -2.318 1.652 -1.424
H14 1.387 -0.029 -0.048
H15 1.107 0.614 -1.569
H16 1.771 1.571 -0.385
C11 5.388 4.753 2.187
N2 5.258 3.462 1.519
C12 4.123 2.805 1.172
C13 2.810 3.473 1.515
O4 4.178 1.723 0.607
H17 5.944 5.436 1.541
H18 5.930 4.635 3.125
H19 4.424 5.179 2.400
H20 6.098 2.968 1.268
H21 1.993 2.846 1.184
H22 2.728 3.622 2.592
H23 2.734 4.439 1.011
C14 5.439 3.282 -4.942
N3 4.627 4.245 -4.190
C15 4.404 4.340 -2.856
C16 5.035 3.314 -1.942
O5 3.702 5.238 -2.408
H24 6.213 3.832 -5.479
H25 4.851 2.727 -5.678
H26 5.911 2.570 -4.279
H27 4.157 4.963 -4.715
H28 4.751 3.547 -0.932
H29 4.677 2.316 -2.183
H30 6.123 3.339 -2.017
C17 0.424 7.965 3.225
N4 1.366 6.862 3.346
C18 2.471 6.783 4.119
C19 2.806 7.974 4.988
O6 3.168 5.774 4.105
H31 -0.577 7.638 3.505
H32 0.393 8.321 2.196
H33 0.713 8.786 3.867
H34 1.201 6.037 2.790
H35 3.711 7.753 5.539
H36 2.972 8.861 4.378
H37 2.001 8.174 5.696
C20 2.573 -2.049 -6.123
N5 3.636 -1.065 -6.296
C21 3.552 0.224 -6.696
C22 2.177 0.773 -7.005
O7 4.569 0.896 -6.813
H38 2.562 -2.414 -5.095
H39 2.747 -2.894 -6.787
H40 1.603 -1.629 -6.350
H41 4.581 -1.359 -6.112
H42 2.282 1.805 -7.317
H43 1.707 0.207 -7.808
H44 1.539 0.734 -6.123
C23 0.127 3.506 7.093
N6 0.120 2.269 6.336
C24 -0.935 1.617 5.817
C25 -2.302 2.224 6.032
O8 -0.779 0.575 5.201
H45 0.727 4.246 6.582
H46 0.556 3.340 8.082
H47 -0.879 3.887 7.211
H48 1.003 1.816 6.160
H49 -3.042 1.587 5.560
H50 -2.527 2.297 7.095
H51 -2.357 3.216 5.586
C26 -0.388 -6.903 -5.125
N7 -0.311 -5.473 -5.389
C27 -0.440 -4.846 -6.578
C28 -0.702 -5.727 -7.780
O9 -0.348 -3.632 -6.694
H52 -1.191 -7.115 -4.427
H53 0.545 -7.256 -4.685
H54 -0.567 -7.447 -6.044
H55 -0.145 -4.853 -4.613
H56 -0.780 -5.096 -8.656
H57 0.114 -6.434 -7.926
H58 -1.633 -6.279 -7.659
C29 -1.813 -9.501 1.691
N8 -0.511 -8.882 1.507
C30 -0.223 -7.674 0.950
C31 -1.384 -6.844 0.448
O10 0.929 -7.289 0.866
H59 -1.998 -9.688 2.750
H60 -1.859 -10.454 1.163
H61 -2.596 -8.858 1.313
H62 0.302 -9.384 1.821
H63 -1.002 -5.925 0.040
H64 -1.928 -7.376 -0.334
H65 -2.069 -6.605 1.262
C32 -7.456 -3.215 0.356
N9 -6.535 -2.095 0.424
C33 -6.814 -0.789 0.653
C34 -8.265 -0.416 0.868
O11 -5.924 0.045 0.683
H66 -7.205 -3.956 1.116
H67 -7.396 -3.697 -0.621
H68 -8.474 -2.886 0.517
H69 -5.553 -2.279 0.292
H70 -8.322 0.651 1.037
H71 -8.863 -0.667 -0.007
H72 -8.672 -0.933 1.738

Properties
Orbital gap ... 9.04 eV
Net charge ... 0
Highest occupied orbital energy ... -0.31772 hartree
E_tot ... -3355.07493 hartree
LUMO energy ... 0.390 eV
Spin multiplicity ... 1
SMILES string ... CC[C@@H](I)[C@@]1(S)CC(=O)O[C@H]1N(C)C(C)=O.CNC(C)=O.CNC(C)=O.CNC(C)=O.CNC(C)=O.CNC(C)=O.CNC(C)=O.CNC(C)=O.CNC(C)=O


(2)
Computed, not measured: C3H9NOS in the gas phase, with the ωB97M-V functional and the def2-TZVPD basis.

Positions of all 15 atoms, in Å:
N1 0.841 0.425 -1.124
C1 0.513 -0.071 0.221
C2 1.187 -1.400 0.529
O1 2.627 -1.306 0.421
C3 -1.115 -0.077 0.360
S1 -2.110 1.328 -0.197
H1 1.441 -0.320 -1.576
H2 1.417 1.260 -1.050
H3 0.796 0.670 0.985
H4 0.734 -2.313 0.058
H5 1.092 -1.534 1.639
H6 2.796 -2.170 0.820
H7 -1.154 -0.040 1.536
H8 -1.375 -1.101 0.063
H9 -2.406 1.053 -1.476

Properties
Energy above the lowest of the compared OMol25 structures with the same formula, charge and spin ... 175.5 kJ/mol
Orbital gap ... 9.64 eV
Net charge ... 0
Highest occupied orbital energy ... -0.32713 hartree
E_tot ... -647.83123 hartree
LUMO energy ... 0.735 eV
Spin multiplicity ... 1
SMILES string ... N[C@H](CO)CS


(3)
Computed, not measured: 3 unconnected molecules or ions with the total composition C20H22Cl5I2O3P, with the ωB97M-V functional and the def2-TZVPD basis.

Positions of all 53 atoms, in Å:
C1 2.275 0.933 0.504
C2 1.779 0.514 -0.902
C3 1.425 1.730 -1.763
C4 0.694 -0.601 -0.908
C5 -0.712 -0.279 -1.434
C6 -1.510 -1.541 -1.815
I1 -0.610 -2.970 -3.088
C7 -1.975 -2.050 -0.474
O1 -3.007 -2.952 -0.586
O2 -2.460 -0.813 0.114
C8 -1.811 0.290 -0.473
I2 -1.100 1.507 1.163
P1 -2.976 1.339 -1.629
O3 -3.236 2.703 -0.781
Cl1 -4.743 0.398 -1.217
H1 1.668 0.510 1.303
H2 3.304 0.600 0.661
H3 2.266 2.021 0.620
H4 2.651 0.065 -1.388
H5 0.593 2.309 -1.351
H6 1.187 1.430 -2.789
H7 2.304 2.372 -1.817
H8 1.063 -1.382 -1.580
H9 0.628 -1.068 0.081
H10 -0.659 0.355 -2.322
H11 -2.420 -1.248 -2.349
H12 -1.163 -2.423 0.158
H13 -2.988 -3.558 0.156
H14 -2.948 3.452 -1.310
Cl2 3.861 4.434 -1.048
C9 5.427 3.737 -0.810
C10 6.269 4.316 0.129
C11 7.530 3.793 0.352
C12 7.958 2.686 -0.367
C13 7.121 2.108 -1.306
C14 5.854 2.629 -1.530
Cl3 4.855 1.866 -2.722
H15 5.924 5.179 0.681
H16 8.178 4.252 1.087
H17 8.942 2.271 -0.199
H18 7.442 1.247 -1.874
Cl4 -4.355 -5.712 4.205
C15 -5.062 -4.372 3.370
C16 -6.432 -4.359 3.151
C17 -7.018 -3.296 2.484
C18 -6.237 -2.240 2.035
C19 -4.870 -2.248 2.253
C20 -4.281 -3.317 2.916
Cl5 -2.565 -3.302 3.163
H19 -7.029 -5.186 3.507
H20 -8.086 -3.295 2.316
H21 -6.688 -1.407 1.515
H22 -4.254 -1.428 1.910

Properties
Orbital gap ... 9.11 eV
Net charge ... 0
Highest occupied orbital energy ... -0.33017 hartree
E_tot ... -4238.76841 hartree
LUMO energy ... 0.125 eV
Spin multiplicity ... 1
SMILES string ... CC(C)C[C@H]1[C@@H](I)[C@H](O)O[C@]1(I)P(O)Cl.Clc1ccccc1Cl.Clc1ccccc1Cl


(4)
Computed, not measured: C5H13N2O in the gas phase, with the ωB97M-V functional and the def2-TZVPD basis.

Positions of all 21 atoms, in Å:
C1 -0.868 -2.424 0.424
N1 -1.048 -1.002 0.748
C2 -0.069 -0.104 0.073
C3 -1.054 0.839 -0.722
C4 -0.256 1.777 -1.654
O1 0.872 2.330 -0.993
C5 0.826 0.642 1.027
N2 2.165 0.175 1.193
H1 0.068 -2.948 0.657
H2 -1.605 -2.848 1.141
H3 -1.050 -2.670 -0.614
H4 -1.073 -1.072 1.784
H5 0.542 -0.635 -0.676
H6 -1.706 0.189 -1.369
H7 -1.551 1.328 0.125
H8 -0.835 2.590 -2.120
H9 -0.010 1.133 -2.519
H10 0.522 1.226 1.857
H11 1.004 1.614 -0.069
H12 2.802 0.678 0.521
H13 2.326 -0.819 1.188

Properties
Energy above the lowest of the compared OMol25 structures with the same formula, charge and spin ... 262.4 kJ/mol
Orbital gap (spin up / spin down) ... 9.38 / 8.00 eV
Net charge ... 0
Highest occupied orbital energy (spin up / spin down) ... -0.31210 / -0.32763 hartree
E_tot ... -382.91197 hartree
LUMO energy (spin up / spin down) ... 0.888 / -0.911 eV
Spin multiplicity ... 2


(5)
Computed, not measured: a molecular structure, C10H31F2InNO10S2, with the ωB97M-V functional and the def2-TZVPD basis.

Positions of all 57 atoms, in Å:
In1 -1.336 0.736 -2.605
O1 -0.249 0.016 -0.005
H1 -0.574 0.480 0.785
N1 -3.386 1.400 -0.772
S1 -3.329 1.656 0.924
O2 -3.193 0.426 1.645
O3 -4.090 2.719 1.481
F1 -1.831 2.201 0.932
S2 -4.948 1.167 -0.779
O4 -5.699 2.361 -1.017
O5 -5.550 0.129 0.001
F2 -4.954 0.444 -2.225
C1 3.820 -0.256 -3.491
C2 2.909 0.953 -3.337
O6 1.778 0.627 -2.553
H2 4.702 -0.088 -4.109
H3 3.242 -1.043 -3.980
H4 4.173 -0.652 -2.539
H5 2.562 1.291 -4.310
H6 3.457 1.764 -2.839
H7 1.971 0.307 -1.639
C3 4.302 -1.143 0.958
C4 3.121 -0.203 1.106
O7 2.410 -0.261 -0.129
H8 4.995 -1.200 1.799
H9 4.889 -0.854 0.083
H10 4.006 -2.174 0.762
H11 3.399 0.841 1.298
H12 2.452 -0.469 1.931
H13 1.441 -0.262 0.082
C5 -0.381 -1.056 3.484
C6 -0.915 -2.103 2.482
O8 0.028 -2.273 1.443
H14 -1.003 -1.026 4.379
H15 -0.342 -0.059 3.038
H16 0.621 -1.328 3.818
H17 -1.871 -1.734 2.095
H18 -1.103 -3.027 3.025
H19 -0.013 -1.451 0.907
C7 -3.100 -3.727 -0.353
C8 -3.435 -2.265 -0.577
O9 -2.283 -1.572 -1.089
H20 -3.851 -4.217 0.268
H21 -2.126 -3.804 0.137
H22 -3.013 -4.272 -1.293
H23 -3.819 -1.798 0.334
H24 -4.216 -2.159 -1.331
H25 -1.696 -1.449 -0.331
C9 1.453 3.528 1.068
C10 1.533 3.182 -0.422
O10 0.335 2.528 -0.826
H26 0.545 4.079 1.295
H27 2.323 4.119 1.352
H28 1.485 2.574 1.601
H29 2.454 2.621 -0.618
H30 1.614 4.068 -1.051
H31 0.290 1.711 -0.291

Properties
Energy above the lowest of the compared OMol25 structures with the same formula, charge and spin ... 102.0 kJ/mol
Orbital gap ... 2.90 eV
Net charge ... +1
Highest occupied orbital energy ... -0.48499 hartree
E_tot ... -2392.41453 hartree
LUMO energy ... -10.292 eV
Spin multiplicity ... 1


(6)
Computed, not measured: 2 unconnected molecules or ions with the total composition C5H8ClNO4, with the ωB97M-V functional and the def2-TZVPD basis.

Positions of all 19 atoms, in Å:
C1 -2.955 0.449 1.223
C2 -1.574 0.582 0.603
O1 -1.184 1.571 0.035
O2 -0.763 -0.530 0.837
N1 0.653 -0.308 0.776
O3 1.172 0.460 1.536
C3 1.230 -1.043 -0.097
C4 0.519 -1.934 -1.101
Cl1 2.919 -1.092 -0.121
H1 -3.675 0.456 0.387
H2 -3.130 1.474 1.625
H3 -2.909 -0.487 1.808
H4 1.078 -1.831 -2.095
H5 -0.413 -1.605 -1.225
H6 0.420 -2.866 -0.767
C5 2.109 1.656 -0.845
O4 3.268 1.601 -1.026
H7 1.439 0.955 -1.279
H8 1.794 2.493 -0.273

Properties
Energy above the lowest of the compared OMol25 structures with the same formula, charge and spin ... 330.1 kJ/mol
Orbital gap ... 9.43 eV
Net charge ... 0
Highest occupied orbital energy ... -0.32657 hartree
E_tot ... -1011.04469 hartree
LUMO energy ... 0.545 eV
Spin multiplicity ... 1
SMILES string ... CC(=O)O/[N+]([O-])=C(\C)Cl.C=O


(7)
Computed, not measured: 3 unconnected molecules or ions with the total composition C4H16NO2, with the ωB97M-V functional and the def2-TZVPD basis.

Positions of all 23 atoms, in Å:
C1 0.724 0.298 0.838
C2 -0.553 0.556 1.601
C3 -1.775 -0.136 1.007
C4 -1.661 -1.610 0.669
N1 0.609 0.877 -0.544
H1 1.615 0.735 1.257
H2 0.897 -0.763 0.728
H3 -0.441 0.387 2.659
H4 -0.769 1.632 1.593
H5 -2.645 0.110 1.606
H6 -2.151 0.402 0.121
H7 -1.649 -2.254 1.556
H8 -0.693 -1.851 0.228
H9 -2.504 -1.899 0.072
H10 -0.191 0.446 -1.027
H11 1.489 0.781 -1.044
H12 0.307 1.848 -0.449
H13 3.536 2.558 -0.255
H14 4.038 1.361 -1.100
O1 3.247 1.828 -0.811
H15 -1.092 -2.190 -2.660
H16 -0.035 -1.476 -3.479
O2 -0.301 -1.640 -2.566

Properties
Energy above the lowest of the compared OMol25 structures with the same formula, charge and spin ... 61.0 kJ/mol
Orbital gap ... 11.89 eV
Net charge ... +1
Highest occupied orbital energy ... -0.54526 hartree
E_tot ... -367.00627 hartree
LUMO energy ... -2.950 eV
Spin multiplicity ... 1


(8)
Computed, not measured: C6H8ClF in the gas phase, with the ωB97M-V functional and the def2-TZVPD basis.

Positions of all 16 atoms, in Å:
F1 -0.003 1.655 -0.508
C1 0.084 0.857 0.609
C2 1.517 0.129 0.638
C3 2.609 0.106 -0.115
C4 1.440 -0.691 -0.663
C5 0.219 -1.545 -0.216
C6 -0.653 -0.404 0.529
Cl1 -2.317 -0.102 -0.127
H1 -0.224 1.431 1.455
H2 1.438 -0.707 1.450
H3 2.849 0.836 -0.856
H4 3.444 -0.464 0.477
H5 1.063 -0.020 -1.383
H6 0.525 -2.244 0.520
H7 -0.196 -2.023 -1.189
H8 -0.791 -0.685 1.561

Properties
Energy above the lowest of the compared OMol25 structures with the same formula, charge and spin ... 393.7 kJ/mol
Orbital gap ... 9.64 eV
Net charge ... 0
Highest occupied orbital energy ... -0.32443 hartree
E_tot ... -793.31599 hartree
LUMO energy ... 0.810 eV
Spin multiplicity ... 1
SMILES string ... F[C@@H]1[C@@H]2C[C@H]2C[C@@H]1Cl


- What is the formula in the sixth record?
  C5H8ClNO4


- Which of these has the highest spin multiplicity?
  C5H13N2O


- Which value of spin multiplicity does entry 5 give?
  1


- net charge of number 6 (C5H8ClNO4)?
  0